1.
Computed, not measured: a 2-piece molecular cluster, CH7NSi overall, with wB97M-V/def2-TZVPD.

Its highest occupied orbital energy (spin up / spin down) is -6.0 / -11.0 eV. The value obtained for the orbital gap (spin up / spin down) is 6.68 / 8.11 eV. As for the energy relative to the best compared isomer or geometry (same formula, charge and spin): 0.00 kcal per mole. Its total charge is 0. Its LUMO energy (spin up / spin down) is 0.7 / -2.9 eV. Its multiplicity is 3. For the max |F|, the calculation gives 4.91 eV/A. The total energy comes out at -10513.0429 eV.

Element x y z (Å)
C -1.958459 -0.308660 -0.049869
N 1.418014 0.607322 -0.228760
Si 2.581624 -0.402954 0.228881
H -2.724552 -0.082156 0.691341
H -1.829083 0.684297 -0.636023
H -2.258922 -1.198178 -0.611813
H 0.676963 0.508438 -0.841004
H 2.780001 -1.842080 0.145265
H 3.763589 0.115201 0.754973
H -1.027662 -0.555781 0.493334

Cartesian forces, eV/Å:
0.47 1.35 -0.08
-2.20 2.50 0.39
3.13 -3.42 1.61
0.01 -0.16 0.06
-0.12 -2.00 0.57
0.03 0.54 -0.29
-1.46 0.14 -1.87
-0.74 -0.35 -0.37
1.27 1.15 0.23
-0.39 0.26 -0.25

2.
Computed, not measured: a 2-piece molecular cluster, CH7O2 overall, with wB97M-V/def2-TZVPD.

Its highest occupied orbital energy is -17.1 eV. The value obtained for the orbital gap is 12.89 eV. As for the energy relative to the best compared isomer or geometry (same formula, charge and spin): 19.90 kcal per mole. Its total charge is +1. Its LUMO energy is -4.2 eV. For the max |F|, the calculation gives 2.16 eV/A. The total energy comes out at -5236.9727 eV.

Element x y z (Å)
O -0.174778 -2.255816 -0.536896
H -0.841907 -2.849411 -0.885703
H -0.291150 -1.924937 0.360470
H 0.014501 -0.508153 -0.529198
C 0.437331 1.438099 0.635813
O -0.198512 0.442324 -0.341518
H 1.455095 1.085380 0.733726
H 0.421240 2.370116 0.087705
H -0.154784 1.313911 1.530804
H -0.667037 0.888486 -1.055204

Cartesian forces, eV/Å:
1.35 1.67 -0.24
-0.48 0.01 0.55
-0.83 -1.50 0.24
0.19 -0.52 -0.36
0.31 -1.41 -0.73
-0.29 1.14 0.16
0.13 0.08 0.25
-0.25 0.23 0.36
0.02 0.53 0.10
-0.16 -0.23 -0.33

3.
Computed, not measured: a 4-piece molecular cluster, CH7O5 overall, with wB97M-V/def2-TZVPD.

Its highest occupied orbital energy is -5.3 eV. The value obtained for the orbital gap is 9.30 eV. As for the energy relative to the best compared isomer or geometry (same formula, charge and spin): 7.76 kcal per mole. Its total charge is -1. Its LUMO energy is 4.0 eV. For the max |F|, the calculation gives 1.29 eV/A. The total energy comes out at -11390.5488 eV.

Element x y z (Å)
O -1.043792 1.855031 0.777922
C -0.796588 0.755811 0.281248
O 0.273758 0.103743 0.160834
H -1.662636 0.201202 -0.181405
H 0.889231 -0.975111 -2.602162
H -0.025584 -0.947913 -1.412926
O 0.077239 -1.362270 -2.312724
H -0.314686 -1.757628 1.098204
H -1.785894 -2.116658 1.264376
O -0.911015 -2.354121 1.602344
H 2.344665 1.679056 0.316578
H 1.044070 2.367722 0.707150
O 1.911231 2.551135 0.300560

Cartesian forces, eV/Å:
0.60 0.22 0.25
-0.84 -0.70 -0.62
0.43 -0.13 0.24
-0.25 0.23 0.11
0.77 0.36 -0.34
0.20 -0.22 -0.52
-0.84 -0.06 0.98
-0.30 -0.09 0.30
0.29 -0.03 0.11
0.07 0.27 -0.44
-0.54 0.46 -0.07
-0.04 -0.05 -0.30
0.45 -0.27 0.30

4.
Computed, not measured: a 2-piece molecular cluster, CH8N2O overall, with wB97M-V/def2-TZVPD.

Its highest occupied orbital energy is -9.8 eV. The value obtained for the orbital gap is 10.73 eV. As for the energy relative to the best compared isomer or geometry (same formula, charge and spin): 10.36 kcal per mole. Its total charge is 0. The structure (SMILES) is NCN.O. Its LUMO energy is 0.9 eV. For the max |F|, the calculation gives 2.69 eV/A. The total energy comes out at -6193.9793 eV.

Element x y z (Å)
N -1.779563 -0.231150 1.174273
C -0.462843 0.177745 0.596301
N -0.143359 0.570284 -0.853339
H -2.460931 0.331367 0.697162
H -2.077972 -1.127331 0.788856
H -0.265809 1.085317 1.195235
H 0.244587 -0.641675 0.843742
H -0.633692 -0.053248 -1.443828
H -0.620585 1.470853 -0.996264
H 3.403608 -0.842786 -0.880004
H 2.140863 -0.074537 -0.840054
O 2.655694 -0.664839 -0.282079

Cartesian forces, eV/Å:
0.22 -0.32 -2.09
1.01 0.05 0.70
-1.24 0.77 2.26
-0.65 0.98 0.25
0.52 -0.40 0.30
0.59 -0.50 -0.40
-0.31 0.75 -0.01
-0.42 -0.99 -0.95
0.41 -0.34 -0.10
-0.18 -0.17 0.61
-0.71 0.29 0.20
0.77 -0.11 -0.77

5.
Computed, not measured: a 3-piece molecular cluster, CH8N2O2 overall, with wB97M-V/def2-TZVPD.

Its highest occupied orbital energy is -9.4 eV. The value obtained for the orbital gap is 10.19 eV. As for the energy relative to the best compared isomer or geometry (same formula, charge and spin): 33.94 kcal per mole. Its total charge is 0. The structure (SMILES) is [H]/N=C\N.O.O. Its LUMO energy is 0.8 eV. For the max |F|, the calculation gives 3.59 eV/A. The total energy comes out at -8240.7845 eV.

Element x y z (Å)
N -0.799771 1.110520 0.961820
C -0.511915 -0.215802 1.534657
N 0.496070 -0.961770 1.211217
H 0.030424 1.577141 0.580555
H -1.687471 1.468472 0.617325
H -1.353245 -0.628669 2.144361
H 1.441460 -0.488351 1.109738
H 0.323618 0.429716 -1.474334
H 1.644206 1.442481 -1.684289
O 0.717514 1.358479 -1.535716
H -0.650431 -2.100755 -1.554500
H 0.172348 -1.404068 -0.437163
O 0.177199 -1.587393 -1.473671

Cartesian forces, eV/Å:
1.91 -1.90 1.76
-1.19 2.03 -2.70
0.94 1.22 2.58
-0.75 -0.44 -0.26
0.22 -0.59 0.73
0.51 0.18 -0.90
-1.79 -0.38 -0.86
1.64 1.29 -0.55
0.83 -0.86 -0.27
-2.32 -0.51 0.61
0.59 0.31 -0.25
0.34 -0.65 -2.43
-0.91 0.29 2.55

6.
Computed, not measured: a 3-piece molecular cluster, CH8N2O2 overall, with wB97M-V/def2-TZVPD.

Its highest occupied orbital energy (spin up / spin down) is -14.4 / -14.4 eV. The value obtained for the orbital gap (spin up / spin down) is 9.63 / 5.00 eV. As for the energy relative to the best compared isomer or geometry (same formula, charge and spin): 23.17 kcal per mole. Its total charge is +1. Its LUMO energy (spin up / spin down) is -4.8 / -9.4 eV. Its multiplicity is 2. For the max |F|, the calculation gives 4.64 eV/A. The total energy comes out at -8231.4606 eV.

Element x y z (Å)
N 0.637604 0.000142 1.422100
C 1.928169 0.571141 1.862161
N 2.788091 -0.241833 2.396263
H 0.577728 -1.012821 1.422623
H 0.343395 0.343053 0.535349
H 1.855635 1.730743 1.817860
H 3.702488 -0.002941 2.920105
H -3.662373 -0.746040 -3.093676
H -3.272722 -1.473712 -1.636977
O -2.942916 -1.163401 -2.504204
H -0.037511 0.158827 -2.068370
H -1.422956 0.845122 -1.454605
O -0.494631 0.991720 -1.618628

Cartesian forces, eV/Å:
4.59 0.00 0.65
-1.94 0.19 0.48
-0.78 1.20 1.02
0.07 -0.41 0.54
-1.25 1.28 -1.20
0.69 -2.02 0.10
-1.50 -0.06 -1.89
1.39 -1.23 1.96
-0.46 0.42 -1.12
-0.88 0.87 -0.74
-2.25 2.59 1.22
-0.49 -0.71 -0.51
2.81 -2.13 -0.51

7.
Computed, not measured: a 2-piece molecular cluster, CH8N2OSi overall, with wB97M-V/def2-TZVPD.

Its highest occupied orbital energy (spin up / spin down) is -10.3 / -6.8 eV. The value obtained for the orbital gap (spin up / spin down) is 10.24 / 6.43 eV. As for the energy relative to the best compared isomer or geometry (same formula, charge and spin): 113.94 kcal per mole. Its total charge is 0. Its LUMO energy (spin up / spin down) is -0.1 / -0.3 eV. For the max |F|, the calculation gives 3.15 eV/A. The total energy comes out at -14070.5245 eV.

Element x y z (Å)
C -0.482388 -1.000279 -1.265676
N 1.785156 -0.839392 0.692994
N -0.806847 2.894346 -0.312312
O -0.767601 -0.809260 1.569748
Si 0.204822 -0.322957 0.342127
H -1.456497 -1.310626 -1.207931
H -0.376698 -0.317184 -2.138868
H -0.080951 -1.909698 -1.528850
H 2.458707 -1.135737 0.022887
H 2.132157 -1.161702 1.545218
H 0.122442 2.739923 0.061324
H -1.225516 3.497793 0.389372
H -1.506787 -0.325226 1.829966

Cartesian forces, eV/Å:
1.62 2.61 -0.70
-0.22 0.05 -1.00
0.03 -0.52 -0.33
1.88 -1.42 -0.06
-0.82 0.44 -0.39
-2.94 0.06 0.61
-0.08 -0.37 0.69
1.87 -2.13 -0.61
0.11 0.09 -0.94
0.05 -0.20 1.87
0.56 0.07 -0.03
-0.33 0.05 0.38
-1.74 1.27 0.52

8.
Computed, not measured: a 2-piece molecular cluster, CH8N2S2 overall, with wB97M-V/def2-TZVPD.

Its highest occupied orbital energy (spin up / spin down) is -0.6 / -4.1 eV. The value obtained for the orbital gap (spin up / spin down) is 4.67 / 7.86 eV. As for the energy relative to the best compared isomer or geometry (same formula, charge and spin): 7.90 kcal per mole. Its total charge is -1. Its LUMO energy (spin up / spin down) is 4.1 / 3.8 eV. Its multiplicity is 2. For the max |F|, the calculation gives 3.27 eV/A. The total energy comes out at -25816.9724 eV.

Element x y z (Å)
S 2.095836 -1.158129 0.497543
S 2.209909 0.875269 1.273096
H 3.169051 -1.741551 1.109574
H 1.316797 1.182133 2.286496
N -0.949491 1.287871 -0.648839
C -1.277103 -0.031273 -0.225541
N -1.059554 -1.133941 -1.154751
H 0.007146 1.370809 -0.968509
H -1.082604 2.010119 0.030232
H -0.876058 -0.324695 0.756625
H -2.335998 -0.107745 0.114003
H -1.101735 -0.756602 -2.097212
H -0.116202 -1.472261 -0.972723

Cartesian forces, eV/Å:
0.33 -2.99 -0.85
-0.10 3.03 1.22
-0.50 0.21 -0.19
0.27 -0.20 -0.22
0.14 0.41 -1.61
-1.74 -1.45 2.25
0.53 0.77 0.19
0.18 -0.24 0.27
-0.16 0.02 0.55
1.03 -0.04 -0.35
-0.03 0.75 -0.87
0.07 -0.17 -0.01
-0.03 -0.10 -0.39

9.
Computed, not measured: the molecule CH8N2Si, with wB97M-V/def2-TZVPD.

Its highest occupied orbital energy is -8.9 eV. The value obtained for the orbital gap is 9.98 eV. As for the energy relative to the best compared isomer or geometry (same formula, charge and spin): 35.59 kcal per mole. Its total charge is 0. The structure (SMILES) is CNN[SiH3]. Its LUMO energy is 1.1 eV. For the max |F|, the calculation gives 4.86 eV/A. The total energy comes out at -12022.5137 eV.

Element x y z (Å)
C -0.150010 -1.548417 0.371836
N 0.675671 -0.455865 0.741508
N 0.075687 0.661297 0.234110
Si -0.239611 1.340362 -1.309989
H -0.429639 -1.442782 -0.673106
H 0.298751 -2.573789 0.501867
H -1.045326 -1.349700 0.933673
H 1.608062 -0.496227 0.333849
H -0.360361 1.275403 0.982876
H -0.725054 2.589461 -0.983888
H 0.920835 0.962286 -2.016318
H -1.153354 0.587491 -2.126577

Cartesian forces, eV/Å:
-0.05 -1.66 -0.54
1.89 -0.16 0.07
-1.92 4.00 1.98
0.42 -2.99 0.48
-0.14 -0.36 -0.45
-0.45 1.12 0.32
-0.63 -0.83 0.33
-0.08 -0.30 0.15
0.93 -1.32 -0.98
-0.45 2.13 0.14
1.62 0.54 -1.03
-1.14 -0.17 -0.47

10.
Computed, not measured: a 2-piece molecular cluster, CH8N3 overall, with wB97M-V/def2-TZVPD.

Its highest occupied orbital energy is -13.3 eV. The value obtained for the orbital gap is 9.50 eV. As for the energy relative to the best compared isomer or geometry (same formula, charge and spin): 52.63 kcal per mole. Its total charge is +1. Its LUMO energy is -3.8 eV. For the max |F|, the calculation gives 3.22 eV/A. The total energy comes out at -5629.3778 eV.

Element x y z (Å)
C 0.827558 0.048198 -0.003751
N 1.729511 0.995495 0.189068
N 1.440961 -1.154507 -0.190831
N -2.356248 0.051691 -0.062795
H -1.278391 0.051948 -0.173973
H 1.541802 1.933300 0.190063
H 2.743532 0.871610 0.240824
H 2.431896 -1.107773 -0.134785
H 0.884385 -2.043836 -0.152421
H -2.607204 1.141886 -0.157938
H -2.898182 -0.580188 -0.766707
H -2.459625 -0.207822 1.023243

Cartesian forces, eV/Å:
-0.02 -1.35 -0.33
1.22 -1.32 0.01
-2.62 0.22 0.42
-0.49 1.64 1.58
-0.01 -0.28 -0.25
-1.23 2.48 0.11
-0.31 -0.57 -0.11
0.89 -1.06 -0.01
1.39 1.51 -0.16
0.27 -3.20 0.11
1.17 1.47 1.82
-0.26 0.45 -3.18

11.
Computed, not measured: a 3-piece molecular cluster, CH8N3O overall, with wB97M-V/def2-TZVPD.

Its highest occupied orbital energy is -14.4 eV. The value obtained for the orbital gap is 10.84 eV. As for the energy relative to the best compared isomer or geometry (same formula, charge and spin): 49.17 kcal per mole. Its total charge is +1. Its LUMO energy is -3.5 eV. For the max |F|, the calculation gives 2.29 eV/A. The total energy comes out at -7677.7138 eV.

Element x y z (Å)
C -0.904962 0.328058 -0.244252
N 0.298009 0.242569 0.043582
N -1.696600 -0.207895 2.201116
N 1.833468 0.130282 -1.956272
O -1.981809 0.231073 -0.646985
H 0.639686 -0.000839 0.948443
H 1.345813 0.321137 -0.869182
H -2.716107 -0.200744 2.397221
H -1.355982 -0.190891 3.143069
H 1.718575 -0.784723 -2.380767
H 1.472556 0.940437 -2.441920
H -1.480387 -1.145589 1.887504
H 2.827740 0.337124 -2.081557

Cartesian forces, eV/Å:
-1.03 -1.33 0.41
0.07 0.78 -0.54
-1.10 -0.05 0.26
1.73 1.36 0.62
1.22 0.81 0.10
-0.44 0.08 0.86
-0.09 -1.01 -1.25
0.67 0.01 -0.71
0.68 0.21 0.62
-0.77 0.15 -0.14
-0.93 -0.35 -0.92
-0.26 -0.36 0.01
0.23 -0.30 0.68

12.
Computed, not measured: a 2-piece molecular cluster, CH8N3O3P overall, with wB97M-V/def2-TZVPD.

Its highest occupied orbital energy is -8.6 eV. The value obtained for the orbital gap is 8.16 eV. As for the energy relative to the best compared isomer or geometry (same formula, charge and spin): 27.51 kcal per mole. Its total charge is 0. The structure (SMILES) is [H]/N=N/[H].NOP(O)CO. Its LUMO energy is -0.4 eV. For the max |F|, the calculation gives 3.50 eV/A. The total energy comes out at -21065.0472 eV.

Element x y z (Å)
C 1.119463 1.723031 1.137533
N -2.596046 -1.213529 -0.245742
N 2.022651 -1.259311 -0.973936
N -3.219466 -2.161434 -0.814851
O -0.571382 0.474944 -0.421845
O 0.013891 2.589874 1.322823
O 1.915046 -0.100704 -0.187122
P 0.613234 0.021712 0.691313
H 1.785064 2.011482 0.383923
H 1.665835 1.835201 2.143442
H -1.413721 -0.148331 -0.365812
H -2.688534 -1.262618 0.772434
H 2.668291 -1.763789 -0.482003
H 2.438484 -0.929928 -1.894277
H -3.038800 -2.148454 -1.836192
H -0.714009 2.331854 0.770313

Cartesian forces, eV/Å:
-0.58 0.49 3.22
-1.20 -2.25 -1.84
-1.51 1.19 -2.92
1.29 1.69 1.71
-0.41 -1.01 1.13
0.41 0.44 0.46
1.97 0.69 -1.36
-3.13 0.06 0.48
0.92 0.90 -1.34
-0.49 -0.75 -1.49
1.95 1.23 -0.54
-0.63 -0.40 0.12
2.29 -1.93 1.05
-0.58 -0.56 1.69
0.08 0.56 0.38
-0.38 -0.37 -0.76